This record from the Open Molecules 2025 dataset describes C30H38GeN7RuS as an isolated structure. The level of theory is ωB97M-V with the def2-TZVPD basis set.

```
78
Properties=species:S:1:pos:R:3
Ru -1.16 1.57 0.50
C -1.23 0.93 4.81
C -1.29 1.48 3.42
N -1.31 0.78 2.33
N -1.41 -0.60 2.45
C -1.34 -1.40 1.37
N -1.70 -2.67 1.49
S -0.81 -0.77 -0.14
C -1.37 2.92 3.13
C -1.55 3.86 4.14
C -1.70 5.20 3.80
C -1.65 5.55 2.46
C -1.47 4.55 1.51
N -1.32 3.26 1.81
H -0.68 0.00 4.85
H -2.23 0.77 5.23
H -0.72 1.63 5.46
H -1.75 -0.96 3.33
H -2.02 -3.08 2.36
H -1.67 -3.26 0.68
H -1.59 3.55 5.17
H -1.85 5.94 4.57
H -1.77 6.57 2.14
H -1.46 4.82 0.47
N -3.26 1.93 0.24
C -3.32 2.79 -1.00
C -2.49 2.16 -2.11
N -1.09 1.90 -1.65
C 0.07 2.75 -2.09
C 0.70 3.39 -0.87
N 0.88 2.38 0.22
H -3.65 2.48 1.00
H -3.86 1.12 0.16
H -4.35 2.95 -1.31
H -2.90 3.76 -0.72
H -2.92 1.19 -2.34
H -2.51 2.74 -3.03
H -0.87 1.00 -2.06
H 0.80 2.06 -2.53
H -0.21 3.46 -2.87
H 1.65 3.89 -1.11
H 0.03 4.15 -0.49
H 1.63 1.72 -0.02
H 1.20 2.86 1.05
C -1.30 -5.28 -3.63
C -1.47 -3.91 -3.80
C -0.74 -3.03 -3.04
C 0.17 -3.50 -2.08
C 0.33 -4.88 -1.92
C -0.40 -5.77 -2.69
Ge 1.32 -2.35 -1.08
C 2.13 -0.84 -1.94
C 2.03 -0.71 -3.33
C 2.75 0.28 -4.00
C 3.58 1.13 -3.29
C 3.70 1.00 -1.91
C 2.98 0.02 -1.24
C 2.18 -3.10 0.45
C 3.52 -2.78 0.72
C 4.19 -3.40 1.76
C 3.54 -4.34 2.54
C 2.22 -4.69 2.27
C 1.55 -4.07 1.23
H -1.88 -5.97 -4.23
H -2.18 -3.54 -4.54
H -0.88 -1.96 -3.19
H 1.05 -5.27 -1.21
H -0.27 -6.83 -2.57
H 1.42 -1.39 -3.91
H 2.68 0.36 -5.08
H 4.16 1.88 -3.82
H 4.38 1.64 -1.37
H 3.11 -0.09 -0.17
H 4.05 -2.06 0.11
H 5.23 -3.16 1.95
H 4.07 -4.84 3.34
H 1.73 -5.45 2.86
H 0.54 -4.40 1.00
```

Output
Charge: +3
Max |F| in eV/A: 1.0
Relative energy (zero: lowest compared OMol25 entry of this formula, charge and spin) in kJ/mol: 0.0
Gap between HOMO and LUMO in eV: 7.16

These are the Löwdin partial charges, in e, on atoms 1 to 5:
1. Ru 0.92
2. C 0.01
3. C -0.22
4. N -0.10
5. N 0.05


This record from the Open Molecules 2025 dataset describes a 2-piece molecular cluster, ClH5N3PS overall. The level of theory is ωB97M-V with the def2-TZVPD basis set.

```
11
Properties=species:S:1:pos:R:3
N 2.57 0.03 -0.04
N -3.07 0.20 0.14
N -0.47 0.45 0.00
P -1.75 -0.59 0.07
S -1.25 -2.46 0.08
Cl -0.59 2.14 0.14
H 2.95 -0.23 -0.93
H 1.96 0.84 -0.05
H -3.94 -0.29 0.03
H 3.14 0.01 0.75
H 0.45 -0.09 -0.19
```

Output
Max |F| in eV/A: 2.3
Relative energy (zero: lowest compared OMol25 entry of this formula, charge and spin) in kJ/mol: 153.0
Gap between HOMO and LUMO in eV: 9.77

These are the Löwdin partial charges, in e, on atoms 1 to 5:
1. N 0.05
2. N -0.24
3. N -0.74
4. P 0.13
5. S 0.20


This record from the Open Molecules 2025 dataset describes one molecule with the formula C2H5N3OS. The level of theory is ωB97M-V with the def2-TZVPD basis set.

```
12
Properties=species:S:1:pos:R:3
C 0.01 -0.91 0.22
C 0.42 0.68 -2.46
H 0.43 0.30 2.47
H -1.12 0.32 1.84
H -0.48 -2.28 1.79
H 0.27 -0.40 -2.63
H 0.56 1.43 -3.36
N -0.38 -0.23 2.43
N -0.02 -1.24 1.45
N 0.08 1.31 -1.39
O 0.31 -1.54 -0.75
S -0.16 0.96 0.12
```

Output
Max |F| in eV/A: 8.7
SMILES: C=NSC(=O)NN
Relative energy (zero: lowest compared OMol25 entry of this formula, charge and spin) in kJ/mol: 403.3
Gap between HOMO and LUMO in eV: 9.68

These are the Löwdin partial charges, in e, on atoms 1 to 5:
1. C -0.77
2. C -0.10
3. H 0.01
4. H 0.04
5. H 0.25


This record from the Open Molecules 2025 dataset describes one molecule with the formula HIOS. The level of theory is ωB97M-V with the def2-TZVPD basis set.

```
4
Properties=species:S:1:pos:R:3
O -1.03 0.10 0.52
S 0.33 -1.17 -0.09
I 2.12 0.38 -0.21
H -1.42 0.68 -0.22
```

Output
Max |F| in eV/A: 4.1
SMILES: OSI
Relative energy (zero: lowest compared OMol25 entry of this formula, charge and spin) in kJ/mol: 76.3
Gap between HOMO and LUMO in eV: 8.41

Which charges does Löwdin predict for the atoms? In e, they are:
1. O -0.56
2. S 0.15
3. I 0.37
4. H 0.04


This record from the Open Molecules 2025 dataset describes C43H50CuN4O2S as an isolated structure. The level of theory is ωB97M-V with the def2-TZVPD basis set.

```
101
Properties=species:S:1:pos:R:3
Cu -0.77 0.01 0.16
C 3.35 0.78 -6.39
C 3.63 0.00 -5.14
C 3.28 -1.35 -5.04
C 3.47 -2.05 -3.86
C 4.05 -1.41 -2.78
C 4.44 -0.07 -2.86
C 4.22 0.62 -4.04
S 3.88 -2.12 -1.17
O 5.01 -1.83 -0.35
O 3.45 -3.49 -1.35
N 1.16 -1.97 -1.23
C 0.12 -2.61 -0.41
C 0.24 -3.92 -0.03
C -0.86 -4.58 0.49
C -2.10 -3.86 0.51
C -2.15 -2.56 0.10
N -1.05 -1.85 -0.34
H 2.93 0.15 -7.17
H 4.27 1.24 -6.76
H 2.65 1.59 -6.18
H 2.83 -1.85 -5.89
H 3.20 -3.10 -3.78
H 4.89 0.40 -2.00
H 4.49 1.67 -4.10
H 1.20 -4.42 -0.15
H -0.79 -5.60 0.83
H -3.02 -4.34 0.83
H -3.08 -2.01 0.08
C -2.37 -1.38 3.77
C -1.09 -1.62 4.58
C -0.96 -0.58 5.70
C 0.18 -1.82 3.75
C 0.97 -2.91 4.11
C 2.11 -3.28 3.42
C 2.49 -2.55 2.31
C 1.74 -1.46 1.91
C 2.22 -0.58 0.77
C 2.34 -1.15 -0.66
C 3.52 0.12 1.19
C 0.59 -1.06 2.64
N -0.13 0.05 2.12
C -0.37 1.10 2.79
C -1.06 2.28 2.29
C -1.65 3.10 3.26
C -2.33 4.25 2.94
C -2.40 4.63 1.59
C -1.79 3.88 0.62
C -1.10 2.67 0.91
N -0.51 1.94 -0.09
C 0.02 2.60 -1.22
C -0.33 2.17 -2.53
C 0.25 2.77 -3.64
C 1.15 3.81 -3.52
C 1.51 4.23 -2.25
C 0.99 3.64 -1.10
C 1.57 4.13 0.22
C 1.13 5.56 0.57
C 3.10 4.08 0.21
C -1.37 1.10 -2.79
C -0.92 0.07 -3.84
C -2.71 1.72 -3.18
H -3.24 -1.47 4.42
H -2.46 -2.12 2.97
H -2.39 -0.39 3.32
H -1.23 -2.58 5.09
H -1.13 0.43 5.33
H 0.03 -0.61 6.16
H -1.70 -0.77 6.48
H 0.68 -3.49 4.98
H 2.68 -4.15 3.73
H 3.37 -2.83 1.74
H 1.48 0.21 0.64
H 1.59 -2.75 -1.72
H 2.45 -0.28 -1.30
H 0.65 -1.37 -1.89
H 4.31 -0.60 1.38
H 3.34 0.69 2.10
H 3.86 0.80 0.41
H -0.04 1.15 3.84
H -1.59 2.79 4.30
H -2.81 4.85 3.71
H -2.95 5.52 1.31
H -1.84 4.18 -0.42
H -0.05 2.44 -4.64
H 1.58 4.28 -4.40
H 2.24 5.03 -2.15
H 1.22 3.46 1.02
H 1.44 6.25 -0.23
H 1.59 5.88 1.50
H 0.05 5.63 0.68
H 3.51 4.88 -0.41
H 3.47 3.14 -0.17
H 3.49 4.22 1.23
H -1.54 0.56 -1.86
H -1.14 0.42 -4.86
H -1.43 -0.88 -3.70
H 0.17 -0.09 -3.79
H -2.61 2.30 -4.11
H -3.06 2.40 -2.40
H -3.47 0.95 -3.34
```

Output
Max |F| in eV/A: 0.7
2S+1: 2
Relative energy (zero: lowest compared OMol25 entry of this formula, charge and spin) in kJ/mol: 209.8
Gap between HOMO and LUMO (alpha / beta) in eV: 4.62 / 6.45

These are the Löwdin partial charges, in e, on atoms 1 to 5:
1. Cu 0.37
2. C -0.03
3. C -0.26
4. C -0.02
5. C -0.05


This record from the Open Molecules 2025 dataset describes a 2-piece molecular cluster, C4H13NO2 overall. The level of theory is ωB97M-V with the def2-TZVPD basis set.

```
20
Properties=species:S:1:pos:R:3
C -0.93 2.07 0.19
N -1.41 1.42 1.35
C -0.46 0.60 2.14
C 0.14 -0.64 1.51
C -0.24 -1.02 0.09
O 0.07 -2.40 -0.24
H -1.79 2.57 -0.32
H -0.20 2.87 0.42
H -0.59 1.44 -0.63
H -2.32 0.99 1.35
H 0.25 1.30 2.61
H -1.05 0.47 3.06
H 1.24 -0.36 1.56
H -0.11 -1.49 2.20
H 0.18 -0.45 -0.72
H -1.30 -1.12 0.17
H 1.01 -2.54 -0.18
H 3.02 -0.09 -4.62
H 2.81 -0.08 -3.26
O 2.23 -0.07 -4.04
```

Output
Max |F| in eV/A: 3.1
SMILES: CNCCCO.O
Relative energy (zero: lowest compared OMol25 entry of this formula, charge and spin) in kJ/mol: 199.9
Gap between HOMO and LUMO in eV: 9.07

These are the Löwdin partial charges, in e, on atoms 1 to 5:
1. C -0.16
2. N -0.14
3. C -0.24
4. C -0.17
5. C -0.26


> Number 1 is which compound?

C30H38GeN7RuS


> Which value of relative energy (zero: lowest compared OMol25 entry of this formula, charge and spin) does entry 3 give?

403.3 kJ/mol